# 1
12
Properties=species:S:1:pos:R:3:nbo_charge:R:1 method="wB97M-V/def2-TZVPD" spin_multiplicity=3 charge=+1 e_above_lowest_kj_mol=320.6 e_lumo_ev="-5.6 / -7.5" homo_lumo_gap_ev="8.453 / 7.355"
C 0.553 1.296 0.027 -0.167
C 1.781 0.789 -0.119 0.269
C 0.731 -0.957 0.034 0.625
C 2.173 -0.602 0.032 -0.652
C -1.601 -0.048 -0.013 -0.430
N -0.139 0.040 -0.020 -0.344
H 0.231 2.293 0.024 0.287
H 2.787 -0.906 -0.747 0.321
H 2.451 -1.033 0.920 0.321
H -1.869 0.572 -0.853 0.240
H -2.242 0.389 0.845 0.278
H -1.722 -1.163 -0.234 0.251

---

# 2
13
Properties=species:S:1:pos:R:3:nbo_charge:R:1 method="wB97M-V/def2-TZVPD" e_above_lowest_kj_mol=409.2 e_lumo_ev="-1.3 / -1.3" homo_lumo_gap_ev="7.169 / 7.170"
C 2.707 0.062 0.021 -0.181
C -0.865 -0.986 -0.584 -0.086
C -0.235 -1.190 0.615 -0.276
C -1.013 0.509 -0.819 -0.293
C 0.170 0.109 1.137 0.273
N 3.615 0.012 -0.675 -0.611
N -0.445 1.127 0.407 -0.495
H -1.338 -1.602 -1.422 0.254
H 0.018 -2.069 1.190 0.258
H -0.507 0.772 -1.825 0.273
H -2.172 0.826 -0.782 0.247
H 0.522 0.397 2.041 0.219
H -0.456 2.033 0.695 0.418

---

# 3
13
Properties=species:S:1:pos:R:3:nbo_charge:R:1 method="wB97M-V/def2-TZVPD" e_above_lowest_kj_mol=585.0 e_lumo_ev="-1.1 / -1.1" smiles="C=C=C=N.CC#N" homo_lumo_gap_ev="7.310 / 7.308"
C 1.900 1.743 0.851 -0.380
C 1.243 0.702 0.429 -0.107
C 0.977 -0.336 -0.371 0.235
N 1.672 -1.313 -0.766 -0.541
H 2.277 2.518 0.189 0.208
H 2.230 1.853 1.879 0.209
H 1.668 -1.467 -1.770 0.360
C -2.121 -0.756 0.434 -0.582
C -1.182 -0.289 -0.936 0.185
N -1.552 0.128 -1.959 -0.296
H -1.893 -0.518 1.467 0.242
H -3.139 -0.429 0.235 0.236
H -2.080 -1.835 0.318 0.232

---

# 4
13
Properties=species:S:1:pos:R:3:nbo_charge:R:1 method="wB97M-V/def2-TZVPD" e_above_lowest_kj_mol=276.0 e_lumo_ev=0.9 smiles=c1cn2c(n1)CC2 homo_lumo_gap_ev=9.618
C 0.976 0.302 -1.545 -0.078
C 1.444 -0.489 -0.568 -0.126
N 0.419 -0.344 0.409 -0.362
C -0.665 0.178 -0.165 0.344
N -0.375 0.684 -1.387 -0.475
C -1.564 0.167 0.979 -0.406
C -0.150 -0.391 1.773 -0.184
H 1.415 0.460 -2.430 0.195
H 2.383 -1.215 -0.576 0.239
H -2.425 -0.436 1.017 0.223
H -1.815 1.062 1.346 0.209
H -0.300 -1.369 2.312 0.214
H 0.190 0.521 2.331 0.208

---

# 5
13
Properties=species:S:1:pos:R:3:nbo_charge:R:1 method="wB97M-V/def2-TZVPD" e_above_lowest_kj_mol=470.4 e_lumo_ev="-0.4 / -0.4" homo_lumo_gap_ev="9.204 / 9.204"
N -2.631 0.045 -1.431 -0.311
C -1.475 0.026 -1.320 0.252
C 0.009 -0.101 -1.211 -0.240
C 0.793 0.806 -0.319 -0.006
C 0.573 0.697 1.107 -0.457
C -0.178 -1.055 0.822 -0.214
N 0.481 -1.152 -0.368 -0.373
H 0.422 -0.160 -2.231 0.251
H 1.382 1.609 -0.805 0.211
H 1.259 0.128 1.746 0.246
H 0.360 1.687 1.577 0.215
H 0.238 -1.762 1.530 0.209
H -1.232 -0.769 0.903 0.217

---

# 6
13
Properties=species:S:1:pos:R:3:nbo_charge:R:1 method="wB97M-V/def2-TZVPD" e_above_lowest_kj_mol=505.9 e_lumo_ev=0.6 smiles="[H]/N=C1/C=C[C@H]2CN12" homo_lumo_gap_ev=9.639
H -2.755 -1.257 -0.697 0.332
N -2.311 -0.320 0.011 -0.604
C -1.001 -0.265 -0.020 0.405
C -0.524 1.171 0.307 -0.240
C 0.781 1.339 -0.053 -0.238
C 1.398 0.091 -0.529 -0.126
C 1.405 -1.009 0.588 -0.234
N 0.228 -0.957 -0.335 -0.463
H -1.156 1.879 0.629 0.210
H 1.059 2.553 -0.100 0.247
H 1.919 0.150 -1.516 0.241
H 1.212 -0.272 1.575 0.221
H 1.944 -2.081 0.618 0.249

---

# 7
13
Properties=species:S:1:pos:R:3:nbo_charge:R:1 method="wB97M-V/def2-TZVPD" e_above_lowest_kj_mol=549.7 e_lumo_ev="0.6 / -0.8" homo_lumo_gap_ev="10.089 / 7.306"
C 1.713 -0.222 -1.588 -0.170
C 1.406 -0.531 -0.265 0.064
C 0.105 -0.221 -0.039 0.007
C -1.338 0.578 1.827 -0.275
C -0.820 -0.664 1.167 -0.494
N -0.371 0.399 -1.128 -0.265
N 0.613 0.451 -2.005 -0.316
H 2.698 -0.224 -2.145 0.230
H -1.922 0.513 2.738 0.176
H -0.707 1.327 1.509 0.171
H -1.688 -1.245 0.744 0.233
H -0.240 -1.307 1.914 0.229
H 0.551 1.144 -2.729 0.410

---

# 8
14
Properties=species:S:1:pos:R:3:nbo_charge:R:1 method="wB97M-V/def2-TZVPD" e_above_lowest_kj_mol=245.8 e_lumo_ev=0.5 smiles="CN1CC(=O)[C@@H]1C#N" homo_lumo_gap_ev=10.439
C 1.681 0.176 0.532 -0.436
N 0.528 0.116 -0.355 -0.392
C -0.028 -1.190 -0.688 -0.340
C -1.375 -0.687 -0.352 0.610
O -2.473 -1.102 -0.485 -0.460
C -0.762 0.562 0.276 -0.280
C -1.378 1.752 -0.226 0.268
N -1.809 2.753 -0.528 -0.276
H 1.412 0.037 1.682 0.178
H 2.035 1.306 0.380 0.230
H 2.354 -0.734 0.074 0.221
H 0.394 -2.022 0.025 0.203
H 0.203 -1.466 -1.687 0.231
H -0.783 0.498 1.350 0.243

---

# 9
14
Properties=species:S:1:pos:R:3:nbo_charge:R:1 method="wB97M-V/def2-TZVPD" e_above_lowest_kj_mol=431.6 e_lumo_ev=-0.1 homo_lumo_gap_ev=8.703
C -2.491 0.961 0.181 -0.092
C -1.352 0.959 -0.518 -0.065
C -1.675 -1.010 0.469 0.205
C 3.432 0.176 0.403 0.302
C 0.321 -0.639 -1.054 0.027
N -2.714 -0.321 0.781 -0.411
N -0.823 -0.346 -0.377 -0.473
O 2.328 0.089 0.818 -0.490
H -3.188 1.834 0.306 0.222
H -0.908 1.663 -1.218 0.245
H -1.500 -1.972 0.974 0.216
H 4.260 1.002 0.586 0.099
H 3.756 -0.580 -0.263 0.100
H 0.554 -1.816 -1.087 0.114